Below is a structure of composition C30H82ClHgN4O9, with properties calculated with ωB97M-V with the def2-TZVPD basis set.

```
127
C30H82ClHgN4O9, DFT ωB97M-V with the def2-TZVPD basis set
Hg -1.526 -0.750 -2.540
Cl -0.744 0.075 -0.095
C 1.026 0.826 4.173
C 1.551 0.576 2.753
C 3.077 0.804 2.600
O 1.128 -0.692 2.338
H 1.639 0.389 4.961
H -0.028 0.558 4.259
H 1.052 1.887 4.419
H 1.152 1.415 2.183
H 3.453 0.633 1.592
H 3.578 0.070 3.231
H 3.301 1.821 2.921
H 0.530 -0.487 1.616
C -1.893 3.925 1.651
C -2.680 2.844 2.442
C -3.809 2.288 1.624
O -1.808 1.772 2.772
H -1.591 3.556 0.670
H -1.055 4.275 2.253
H -2.462 4.854 1.614
H -3.135 3.269 3.337
H -3.412 1.616 0.863
H -4.516 3.022 1.237
H -4.205 1.564 2.335
H -1.438 1.444 1.949
C 2.754 -3.114 5.933
C 1.830 -3.181 4.760
C 0.540 -2.388 5.003
O 2.538 -2.731 3.616
H 3.082 -2.083 6.068
H 3.654 -3.719 5.822
H 2.214 -3.421 6.828
H 1.548 -4.220 4.590
H -0.005 -2.865 5.818
H -0.049 -2.438 4.088
H 0.620 -1.347 5.316
H 2.056 -2.006 3.212
C 0.242 -4.641 1.514
C 1.327 -3.943 0.749
C 2.043 -4.939 -0.129
O 0.648 -3.088 -0.143
H -0.632 -5.041 0.999
H -0.121 -4.016 2.329
H 0.489 -5.560 2.045
H 2.070 -3.428 1.359
H 1.402 -5.295 -0.935
H 2.274 -5.887 0.356
H 2.892 -4.490 -0.645
H 0.156 -2.422 0.343
C 1.717 -1.639 -4.831
C 1.675 -1.929 -3.357
C 2.483 -0.948 -2.428
O 3.879 -1.058 -2.676
C 4.686 -0.261 -1.802
N 0.307 -2.143 -2.953
H 1.516 -0.577 -4.976
H 1.021 -2.207 -5.448
H 2.768 -1.730 -5.106
H 2.131 -2.915 -3.268
H 2.349 -1.104 -1.358
H 2.253 0.096 -2.641
H 4.511 0.782 -2.067
H 5.747 -0.386 -2.014
H 4.451 -0.421 -0.750
H 0.426 -2.512 -2.021
H 0.066 -2.956 -3.502
C -5.789 -0.228 -1.123
C -4.282 -0.667 -1.189
C -4.074 -2.161 -1.445
O -2.691 -2.451 -1.493
C -2.445 -3.865 -1.493
N -3.732 0.044 -2.299
H -6.282 -0.738 -0.295
H -6.426 -0.586 -1.932
H -5.906 0.846 -0.975
H -3.751 -0.280 -0.318
H -4.563 -2.483 -2.365
H -4.496 -2.659 -0.572
H -1.421 -4.045 -1.822
H -3.150 -4.376 -2.149
H -2.560 -4.289 -0.496
H -4.300 -0.196 -3.098
H -3.868 1.038 -2.182
C -1.193 2.908 -2.865
C -1.239 2.160 -4.164
C -0.456 2.940 -5.210
O 0.907 2.975 -4.806
C 1.745 3.627 -5.770
N -0.629 0.835 -4.068
H -1.904 2.494 -2.149
H -1.486 3.931 -3.100
H -0.185 3.138 -2.520
H -2.301 2.072 -4.392
H -0.861 3.942 -5.354
H -0.565 2.435 -6.170
H 1.755 4.715 -5.712
H 1.512 3.299 -6.783
H 2.800 3.464 -5.547
H -0.663 0.456 -5.004
H 0.362 1.031 -4.075
C 2.890 4.002 -1.571
C 2.480 3.389 -0.194
C 1.388 4.162 0.599
O 1.750 5.497 0.836
C 2.813 5.779 1.708
N 2.173 2.054 -0.436
H 3.767 3.478 -1.950
H 3.171 5.051 -1.473
H 2.116 3.962 -2.339
H 3.311 3.359 0.511
H 1.065 3.683 1.524
H 0.473 4.103 0.010
H 3.722 5.668 1.116
H 2.814 5.069 2.535
H 2.820 6.807 2.072
H 1.640 2.067 -1.294
H 1.633 1.581 0.275
C -2.508 -2.455 2.960
C -3.984 -2.354 2.469
O -4.859 -2.385 3.609
H -1.781 -2.318 2.160
H -2.306 -3.453 3.350
H -2.328 -1.709 3.734
H -4.247 -3.199 1.833
H -4.071 -1.453 1.861
H -4.539 -3.094 4.172
```

Values from the calculation:
Max |F| (eV Å⁻¹): 2.6
Lowest unoccupied orbital energy (Ha): -0.1180
DFT total energy (eV): -73516.9198
Total charge: +1
Gap between HOMO and LUMO (eV): 7.26

Below is a structure of composition C30H82F3HfN6O14S, with properties calculated with ωB97M-V with the def2-TZVPD basis set.

```
137
C30H82F3HfN6O14S, DFT ωB97M-V with the def2-TZVPD basis set
Hf -3.275 -1.640 1.377
C 0.060 1.601 -0.696
F -0.271 2.251 0.470
F -0.582 2.114 -1.719
F 1.368 1.714 -0.856
S -0.467 -0.347 -0.631
O -1.677 -0.457 0.224
O -0.647 -0.860 -1.986
O 0.613 -1.029 0.027
C 3.267 0.958 3.274
O 2.253 1.213 2.258
H 3.689 1.922 3.559
H 2.879 0.375 4.110
H 4.131 0.443 2.854
H 1.399 1.428 2.640
C 2.082 6.455 3.813
C 2.000 4.933 3.939
C 0.716 4.268 3.314
O 0.387 2.951 3.766
C 0.482 2.767 5.180
N 3.291 4.300 3.599
H 2.954 6.947 4.243
H 1.118 6.768 4.215
H 2.045 6.792 2.777
H 1.889 4.836 5.019
H 0.791 4.417 2.237
H -0.069 4.966 3.604
H 0.109 3.622 5.744
H 1.544 2.737 5.425
H 0.082 1.852 5.617
H 3.385 3.296 3.654
H 4.145 4.710 3.949
C -3.381 0.113 -5.429
C -2.615 1.198 -4.547
C -1.573 2.037 -5.323
O -0.632 1.131 -5.952
C 0.755 1.357 -5.811
N -3.655 2.051 -4.028
H -4.028 -0.509 -4.811
H -2.618 -0.460 -5.957
H -4.106 0.504 -6.143
H -2.119 0.725 -3.700
H -0.976 2.682 -4.678
H -2.153 2.664 -5.999
H 1.186 0.380 -6.033
H 1.067 1.484 -4.775
H 1.356 1.944 -6.506
H -4.177 2.551 -4.734
H -3.251 2.738 -3.408
C -7.400 0.675 2.249
C -6.231 0.199 1.349
C -5.546 1.396 0.702
O -4.278 0.880 0.284
C -3.592 1.812 -0.567
N -5.279 -0.506 2.242
H -7.828 -0.175 2.781
H -8.204 0.971 1.576
H -7.292 1.598 2.819
H -6.655 -0.492 0.620
H -5.485 2.165 1.473
H -6.132 1.795 -0.126
H -3.637 2.770 -0.049
H -4.081 1.915 -1.535
H -2.525 1.610 -0.664
H -6.059 -0.966 2.688
H -5.090 0.100 3.028
C 0.289 -6.102 -2.028
C 0.574 -5.513 -0.561
C 1.933 -5.794 0.109
O 1.973 -5.543 1.518
C 3.356 -5.496 1.988
N 0.356 -4.078 -0.588
H 0.681 -5.524 -2.865
H -0.759 -6.230 -2.299
H 0.608 -7.145 -2.051
H -0.136 -5.938 0.149
H 2.736 -5.289 -0.429
H 2.215 -6.842 0.016
H 3.248 -5.347 3.063
H 3.845 -4.586 1.640
H 4.058 -6.305 1.786
H 0.623 -3.813 -1.526
H 1.112 -3.637 -0.084
C 3.028 -1.597 -4.439
C 2.814 -2.403 -3.093
C 3.462 -1.839 -1.825
O 4.828 -1.513 -2.113
C 5.532 -0.514 -1.320
N 1.434 -2.639 -3.028
H 4.094 -1.565 -4.663
H 2.864 -0.581 -4.080
H 2.407 -2.008 -5.235
H 3.280 -3.389 -3.110
H 3.221 -2.439 -0.948
H 3.080 -0.876 -1.487
H 6.568 -0.436 -1.650
H 5.566 -0.753 -0.257
H 5.026 0.439 -1.478
H 1.034 -3.058 -3.855
H 0.858 -1.838 -2.811
C 0.991 -2.147 3.034
C -0.487 -1.734 3.146
C -0.833 -0.207 2.998
O -2.213 -0.040 2.767
C -2.663 1.377 2.795
N -1.171 -2.496 2.091
H 1.444 -1.865 3.984
H 1.340 -1.585 2.167
H 1.237 -3.199 2.890
H -0.709 -2.133 4.136
H -0.222 0.159 2.173
H -0.553 0.413 3.850
H -3.640 1.555 3.244
H -2.587 1.793 1.790
H -2.100 1.851 3.599
H -0.974 -3.442 2.387
H -0.466 -2.388 1.376
C -3.696 -2.349 -1.857
C -2.965 -3.577 -1.390
O -2.259 -3.245 -0.174
O -3.938 -1.404 -0.856
H -4.640 -2.657 -2.307
H -3.176 -1.863 -2.683
H -2.266 -3.964 -2.132
H -3.738 -4.310 -1.161
H -1.464 -3.782 -0.211
H -4.425 -0.733 -1.339
C 3.892 3.899 -0.277
C 5.148 3.193 0.367
O 6.314 3.963 0.028
O 4.038 3.883 -1.648
H 3.921 4.943 0.037
H 2.923 3.520 0.050
H 5.168 2.110 0.242
H 4.962 3.324 1.433
H 6.194 4.024 -0.923
H 4.347 4.669 -2.104
```

Values from the calculation:
Max |F| (eV Å⁻¹): 7.3
Lowest unoccupied orbital energy (Ha): -0.4886
Spin multiplicity: 2
DFT total energy (eV): -90293.2926
Total charge: +4
Gap between HOMO and LUMO (eV): 2.76

Below is a structure of composition C30H82LiN7O8, with properties calculated with ωB97M-V with the def2-TZVPD basis set.

```
128
C30H82LiN7O8, DFT ωB97M-V with the def2-TZVPD basis set
Li 1.865 -1.085 2.113
C -0.025 -0.122 -1.149
C 0.204 0.628 0.158
O 1.194 0.188 0.928
H -0.678 -0.978 -1.006
H 0.880 -0.588 -1.483
H -0.439 0.494 -1.985
H -0.754 0.718 0.707
H 0.365 1.704 -0.106
C 3.939 -2.813 4.196
C 4.468 -2.203 2.854
C 3.907 -2.978 1.663
O 2.508 -2.874 1.671
C 1.954 -3.295 0.392
N 3.868 -0.810 2.829
H 4.318 -2.285 5.053
H 4.213 -3.857 4.241
H 2.862 -2.818 4.148
H 5.573 -2.062 2.784
H 4.148 -4.047 1.763
H 4.302 -2.479 0.739
H 2.689 -3.109 -0.419
H 0.977 -2.841 0.238
H 1.827 -4.338 0.352
H 4.142 -0.263 2.036
H 4.238 -0.265 3.575
C -0.125 -6.221 -1.400
C -1.167 -5.342 -2.096
C -1.189 -3.913 -1.730
O -1.614 -3.738 -0.368
C -2.506 -2.705 -0.022
N -0.941 -5.393 -3.579
H -0.310 -6.377 -0.287
H 0.933 -5.822 -1.416
H -0.133 -7.177 -1.928
H -2.152 -5.743 -1.916
H -1.820 -3.348 -2.445
H -0.146 -3.481 -1.988
H -1.979 -1.773 0.251
H -2.939 -3.079 0.913
H -3.224 -2.639 -0.805
H -0.966 -6.342 -3.876
H -1.675 -4.865 -4.070
C -0.577 -1.731 -5.526
C -2.016 -1.579 -5.063
C -2.652 -0.605 -6.063
O -4.000 -0.440 -5.776
C -4.758 0.501 -6.575
N -2.748 -2.834 -5.027
H -0.064 -2.527 -4.989
H 0.024 -0.827 -5.381
H -0.533 -2.099 -6.542
H -2.106 -1.086 -4.079
H -2.472 -0.974 -7.088
H -2.106 0.283 -5.841
H -5.125 0.039 -7.496
H -4.188 1.374 -6.809
H -5.630 0.847 -5.918
H -2.503 -3.491 -5.741
H -3.726 -2.622 -5.327
C 4.397 1.919 -2.105
C 4.817 1.542 -0.602
C 4.538 2.669 0.385
O 5.254 3.807 -0.073
C 4.876 4.891 0.821
N 4.199 0.355 -0.083
H 4.788 2.909 -2.380
H 3.301 1.951 -2.314
H 4.747 1.179 -2.751
H 5.853 1.388 -0.477
H 4.970 2.469 1.383
H 3.436 2.877 0.393
H 5.167 4.578 1.817
H 3.808 5.108 0.757
H 5.490 5.697 0.445
H 3.189 0.518 -0.059
H 4.354 -0.365 -0.825
C -0.625 3.613 3.060
C 0.802 3.645 2.504
C 1.635 4.681 3.279
O 1.185 5.970 3.076
C 1.592 6.861 4.111
N 1.455 2.358 2.680
H -1.050 4.562 2.919
H -0.649 3.373 4.151
H -1.191 2.836 2.550
H 0.777 3.966 1.444
H 2.651 4.704 2.875
H 1.542 4.305 4.391
H 1.319 6.579 5.135
H 1.145 7.790 3.790
H 2.692 6.896 4.133
H 1.353 1.600 1.997
H 2.449 2.408 2.899
C -0.932 -2.893 3.019
C -0.982 -1.322 3.098
C -2.086 -0.922 4.086
O -1.861 -1.624 5.305
C -2.790 -1.804 6.319
N 0.320 -0.848 3.624
H -0.554 -3.315 2.153
H -2.020 -3.190 3.089
H -0.523 -3.252 3.940
H -1.126 -0.866 2.155
H -3.059 -1.242 3.698
H -2.060 0.166 4.251
H -2.264 -2.398 7.059
H -3.702 -2.337 6.050
H -3.092 -0.764 6.808
H 0.265 0.171 3.703
H 0.321 -1.125 4.622
C -4.259 3.736 -3.577
C -4.045 2.283 -3.020
C -3.078 2.335 -1.806
O -3.671 3.090 -0.781
C -2.860 3.125 0.351
N -5.331 1.657 -2.671
H -3.227 4.091 -3.720
H -4.832 4.264 -2.795
H -4.631 3.634 -4.559
H -3.585 1.644 -3.783
H -2.146 2.792 -2.112
H -2.969 1.343 -1.474
H -3.449 3.540 1.156
H -1.968 3.702 0.082
H -2.460 2.129 0.606
H -5.785 2.017 -1.825
H -5.239 0.650 -2.667
```

Values from the calculation:
Energy relative to the best compared isomer or geometry (same formula, charge and spin) (kJ/mol): 0.00
Max |F| (eV Å⁻¹): 4.1
Lowest unoccupied orbital energy (Ha): 0.0131
DFT total energy (eV): -59451.8716
Gap between HOMO and LUMO (eV): 7.96

Respective HOMO level values: -10.469, -16.057, -7.608 eV.